## one
This record from OMol25 describes a cluster of 2 separate species, C5H14O2 in total. The level of theory is the ωB97M-V functional and the def2-TZVPD basis.

Summary:
Multiplicity = 1
LUMO level = 0.8 eV
Highest occupied orbital energy = -10.3 eV
SMILES = CC(C)CCO.O

Element x y z (Å)
C -1.037 -0.830 -1.555
C 0.316 -1.014 -0.685
C 0.265 -2.125 0.440
C 0.625 0.375 0.061
C 2.000 0.832 0.402
O 1.988 2.254 0.744
H -1.076 -0.349 -2.574
H -1.336 -1.870 -1.761
H -1.775 -0.348 -0.778
H 1.224 -1.188 -1.343
H -0.844 -2.434 0.647
H 0.814 -1.735 1.403
H 0.725 -3.073 0.088
H 0.460 1.125 -0.660
H -0.173 0.365 0.811
H 2.510 0.237 1.190
H 2.611 0.659 -0.474
H 1.981 2.800 -0.083
O -2.972 2.416 1.103
H -3.521 1.612 0.985
H -2.786 2.290 2.040

=====

## two
This record from OMol25 describes a cluster of 3 separate species, C5H14O2 in total. The level of theory is the ωB97M-V functional and the def2-TZVPD basis.

Summary:
Multiplicity = 1
LUMO level = 0.8 eV
Highest occupied orbital energy = -9.7 eV
SMILES = C=CC.CO.CO

Element x y z (Å)
C 1.075 1.127 -1.469
C 0.031 0.372 -1.869
C -1.295 0.927 -2.262
H 2.056 0.685 -1.392
H 1.097 2.187 -1.693
H 0.095 -0.705 -1.788
H -1.521 0.632 -3.288
H -2.080 0.530 -1.616
H -1.305 2.016 -2.215
C -1.184 0.872 1.833
O -0.437 0.365 0.756
H -1.759 0.047 2.253
H -1.897 1.647 1.511
H -0.541 1.273 2.628
H 0.243 1.013 0.217
C 1.458 -2.327 1.630
O 0.766 -2.155 0.418
H 2.094 -1.465 1.867
H 2.092 -3.207 1.521
H 0.776 -2.491 2.474
H 0.234 -1.342 0.484

=====

## three
This record from OMol25 describes a cluster of 3 separate species, C5H14O2 in total. The level of theory is the ωB97M-V functional and the def2-TZVPD basis.

Summary:
Multiplicity = 1
LUMO level = 0.6 eV
Highest occupied orbital energy = -9.5 eV
SMILES = C=C(C)CC.O.O

Element x y z (Å)
C -1.639 -1.305 0.480
C -0.862 -0.246 0.689
C -0.106 -0.054 1.972
C -0.808 0.935 -0.261
C -1.544 0.745 -1.582
H -1.686 -2.148 1.170
H -2.171 -1.452 -0.450
H -0.436 0.796 2.555
H -0.144 -0.964 2.582
H 0.947 0.098 1.738
H 0.258 1.056 -0.501
H -1.199 1.818 0.238
H -1.087 -0.058 -2.170
H -2.587 0.474 -1.438
H -1.545 1.663 -2.153
O 3.131 0.697 0.030
H 3.835 0.080 -0.193
H 3.485 1.579 -0.109
O 1.592 -1.470 -1.117
H 0.843 -1.717 -0.556
H 1.721 -0.528 -0.926

=====

Referenced to the most stable arrangement, the calculated values in kJ/mol are one 129.6; two 167.7; three 0.0.

=====

## one
This record from OMol25 describes an isolated molecule of C3H3N3O2. The level of theory is the ωB97M-V functional and the def2-TZVPD basis.

Summary:
Multiplicity = 1
LUMO level = -0.3 eV
Highest occupied orbital energy = -9.9 eV
SMILES = O=CNc1cnno1

Element x y z (Å)
O -2.236 -1.351 -0.251
C -1.963 -0.194 0.049
N -0.889 0.420 -0.076
C 0.395 -0.107 -0.138
C 1.536 0.668 -0.334
N 2.508 -0.273 0.010
N 2.103 -1.506 0.103
O 0.672 -1.435 -0.138
H -2.736 0.503 0.685
H -0.961 1.510 0.427
H 1.571 1.766 -0.336

=====

## two
This record from OMol25 describes an isolated molecule of C3H3N3O2. The level of theory is the ωB97M-V functional and the def2-TZVPD basis.

Summary:
Multiplicity = 1
LUMO level = 0.3 eV
Highest occupied orbital energy = -9.1 eV
SMILES = c1nnconco1

Element x y z (Å)
C -0.131 -1.105 0.933
N -0.241 -1.657 -0.278
N 0.077 -1.131 -1.639
C -0.422 0.021 -1.623
O -0.999 0.270 -0.305
N -0.369 1.630 0.144
C 0.535 1.208 0.944
O 0.696 -0.184 1.303
H -0.324 -1.804 1.691
H -0.160 0.791 -2.467
H 1.338 1.961 1.297

=====

## three
This record from OMol25 describes a cluster of 3 separate species, C3H3N3O2 in total. The level of theory is the ωB97M-V functional and the def2-TZVPD basis.

Summary:
Multiplicity = 1
LUMO level = 0.4 eV
Highest occupied orbital energy = -10.2 eV
SMILES = O=C=O.N#CN.C#N

Element x y z (Å)
O 1.599 2.785 0.813
C 1.573 1.907 0.076
O 1.608 0.923 -0.517
N -0.326 -1.761 1.683
C -0.094 -1.854 0.569
N -0.034 -2.151 -0.731
H -0.666 -1.947 -1.427
H 0.849 -2.324 -1.294
C -1.472 1.433 0.318
N -1.872 1.196 -0.763
H -1.167 1.794 1.273

=====

Referenced to the most stable arrangement, the calculated values in kJ/mol are one 292.3; two 653.3; three 0.0.

=====

## one
This record from OMol25 describes an isolated molecule of C2H4N2S2. The level of theory is the ωB97M-V functional and the def2-TZVPD basis.

Summary:
Multiplicity = 1
LUMO level = -0.3 eV
Highest occupied orbital energy = -8.9 eV
SMILES = N/N=C\SC=S

Element x y z (Å)
N 1.980 1.312 -0.336
N 2.378 0.251 0.412
C 1.652 -0.811 0.467
S 0.047 -0.978 -0.450
C -0.977 0.204 0.341
S -2.548 0.382 0.077
H 1.275 1.187 -1.085
H 2.792 1.823 -0.585
H 1.868 -1.613 1.157
H -0.474 0.839 1.104

=====

## two
This record from OMol25 describes an isolated molecule of C2H4N2S2. The level of theory is the ωB97M-V functional and the def2-TZVPD basis.

Summary:
Multiplicity = 1
LUMO level = -0.3 eV
Highest occupied orbital energy = -8.5 eV
SMILES = NC(=S)/C=N/S

Element x y z (Å)
N -1.306 1.171 -0.069
C -1.200 -0.143 -0.075
S -2.482 -1.206 -0.044
C 0.134 -0.877 -0.052
N 1.127 -0.083 -0.054
S 2.751 -0.724 -0.091
H -0.444 1.721 0.032
H -2.148 1.738 -0.142
H 0.275 -1.945 0.078
H 3.293 0.347 0.417

=====

Referenced to the most stable arrangement, the calculated values in kJ/mol are one 83.4; two 0.0.

=====

## one
This record from OMol25 describes an isolated molecule of C2H4N2S2. The level of theory is the ωB97M-V functional and the def2-TZVPD basis.

Summary:
Multiplicity = 1
LUMO level = 0.3 eV
Highest occupied orbital energy = -8.1 eV
SMILES = C=NS/C=N\S

Element x y z (Å)
C 1.710 -0.480 1.075
N 0.652 -0.381 0.361
S 0.846 0.585 -1.122
C -0.870 0.462 -1.554
N -2.053 0.140 -1.063
S -2.209 -0.529 0.482
H 2.449 -0.049 0.529
H 1.724 -0.742 2.201
H -1.162 1.044 -2.355
H -1.088 -0.048 1.444

=====

## two
This record from OMol25 describes an isolated molecule of C2H4N2S2. The level of theory is the ωB97M-V functional and the def2-TZVPD basis.

Summary:
Multiplicity = 1
LUMO level (alpha / beta) = -0.1 / -0.1 eV
Highest occupied orbital energy (alpha / beta) = -7.9 / -7.9 eV

Element x y z (Å)
C 1.366 0.713 -0.108
C -1.421 0.858 -0.032
N 3.113 -1.094 0.009
N 2.161 -1.728 0.019
S 2.981 1.048 0.008
S 0.182 1.800 0.030
H -1.330 0.260 -0.964
H -2.118 1.623 0.144
H -1.458 0.077 0.760
H 4.110 -1.489 -0.225

=====

Referenced to the most stable arrangement, the calculated values in kJ/mol are one 0.0; two 29.3.

=====

## one
This record from OMol25 describes an isolated molecule of C2H4N2S2. The level of theory is the ωB97M-V functional and the def2-TZVPD basis.

Summary:
Multiplicity = 1
LUMO level = -0.7 eV
Highest occupied orbital energy = -8.8 eV
SMILES = N/N=C/C(=S)S

Element x y z (Å)
N 1.349 -0.768 1.238
N 0.578 -0.532 0.176
C -0.242 0.460 0.226
C -1.082 0.815 -0.921
S -2.149 2.041 -0.816
S -0.913 -0.096 -2.411
H 1.714 -1.674 1.218
H 1.045 -0.415 2.151
H -0.371 1.078 1.102
H 0.071 -0.909 -1.963

=====

## two
This record from OMol25 describes an isolated molecule of C2H4N2S2. The level of theory is the ωB97M-V functional and the def2-TZVPD basis.

Summary:
Multiplicity = 1
LUMO level = -0.6 eV
Highest occupied orbital energy = -9.0 eV
SMILES = [H]/N=C\N(S)C=S

Element x y z (Å)
H -1.212 1.215 -1.407
N -0.474 2.063 -0.970
C 0.337 1.312 -0.326
N 0.066 -0.097 -0.073
S -1.675 -0.336 -0.328
C 0.915 -0.950 0.574
S 0.464 -2.484 1.218
H 1.202 1.583 0.177
H -1.807 -1.406 0.802
H 2.183 -0.900 0.334

=====

## three
This record from OMol25 describes an isolated molecule of C2H4N2S2. The level of theory is the ωB97M-V functional and the def2-TZVPD basis.

Summary:
Multiplicity = 1
LUMO level = -0.7 eV
Highest occupied orbital energy = -8.7 eV
SMILES = N/N=C/C(=S)S

Element x y z (Å)
N -1.802 1.211 0.406
N -0.991 0.269 -0.139
C 0.209 0.257 0.256
C 1.234 -0.634 -0.276
S 2.759 -0.522 0.324
S 0.656 -1.711 -1.465
H -2.726 1.190 0.009
H -1.644 1.487 1.365
H 0.496 0.898 1.085
H 1.808 -2.445 -1.565

=====

Referenced to the most stable arrangement, the calculated values in kJ/mol are one 0.0; two 214.3; three 13.7.

=====

## one
This record from OMol25 describes the ion C3H3N2O with charge +1. The level of theory is the ωB97M-V functional and the def2-TZVPD basis.

Summary:
Multiplicity = 1
LUMO level = -9.8 eV
Total charge = +1
Highest occupied orbital energy = -18.2 eV
SMILES = Cc1c#[n+]on1

Element x y z (Å)
C -1.374 -0.019 0.064
C 0.022 -0.121 -0.053
C 1.055 0.651 0.671
N 2.289 0.506 0.424
O 2.251 -0.423 -0.448
N 0.874 -0.728 -0.755
H -1.550 0.582 -0.821
H -1.581 0.456 1.000
H -1.986 -0.903 -0.082

=====

## two
This record from OMol25 describes the ion C3H3N2O with charge +1. The level of theory is the ωB97M-V functional and the def2-TZVPD basis.

Summary:
Multiplicity = 1
LUMO level = -4.9 eV
Total charge = +1
Highest occupied orbital energy = -15.3 eV
SMILES = C1[NH+]=C2N=C2O1

Element x y z (Å)
C 0.132 -0.946 -0.258
N -0.151 -0.116 0.924
C -0.229 1.234 0.623
N -0.179 2.251 -0.239
C 0.038 1.180 -0.928
O 0.224 0.023 -1.336
H 1.085 -1.487 -0.175
H -0.685 -1.650 -0.471
H -0.235 -0.489 1.861

=====

Referenced to the most stable arrangement, the calculated values in kJ/mol are one 262.6; two 0.0.